1.
Formula: C30H52IN5O4
Source: the Open Molecules 2025 dataset
Level of theory: ωB97M-V/def2-TZVPD

Cartesian coordinates (Å):
C 7.062 4.523 2.181
C 6.497 5.011 0.964
C 5.769 5.305 -0.512
C 4.436 4.299 -0.587
C 2.955 4.899 -0.208
C 1.606 3.936 -0.239
C 0.141 4.564 0.149
C -0.999 3.639 -0.639
O -1.191 3.806 -1.970
I -2.171 2.119 0.450
C 1.868 2.355 -0.682
C 3.370 1.751 -1.074
N 3.430 0.305 -1.475
C 4.826 -0.137 -1.813
C 5.007 -1.713 -2.320
C 6.125 -1.887 -3.518
C 5.201 -2.778 -1.076
C 3.947 -2.832 -0.022
C 3.230 -4.339 0.075
C 6.114 0.851 -1.697
N 6.103 2.300 -1.296
C 4.684 2.706 -1.015
H 7.166 3.993 3.246
H 6.487 5.080 -1.411
H 5.429 6.446 -0.522
H 2.827 6.026 0.078
H -0.037 4.565 1.327
H -0.018 5.684 -0.228
H 0.940 1.614 -0.729
H 3.958 -1.991 -2.818
H 6.200 -3.026 -3.827
H 7.146 -1.443 -3.154
H 5.696 -1.286 -4.453
H 6.250 -2.595 -0.559
H 5.263 -3.856 -1.584
H 3.074 -2.088 -0.254
H 4.416 -2.646 1.059
H 3.015 -4.604 1.218
H 4.006 -5.140 -0.303
H 2.228 -4.399 -0.534
H 7.178 0.379 -1.957
C -1.042 -8.850 -1.885
C -1.407 -7.371 -1.786
C -0.499 -6.453 -2.636
O 0.788 -6.207 -2.061
C 1.747 -7.223 -2.312
N -1.404 -6.971 -0.370
H -0.138 -9.099 -1.324
H -1.849 -9.468 -1.475
H -0.892 -9.148 -2.928
H -2.429 -7.266 -2.170
H -0.982 -5.472 -2.704
H -0.400 -6.824 -3.664
H 1.626 -7.670 -3.303
H 1.694 -7.989 -1.536
H 2.740 -6.769 -2.258
H -1.735 -6.007 -0.304
H -0.426 -6.910 -0.075
C -0.686 5.269 4.961
C -1.504 4.434 3.981
C -3.014 4.397 4.312
O -3.356 3.524 5.394
C -3.187 4.093 6.683
N -0.934 3.079 3.916
H -0.539 4.770 5.922
H 0.312 5.466 4.551
H -1.164 6.237 5.147
H -1.397 4.899 2.994
H -3.541 4.000 3.438
H -3.412 5.404 4.486
H -3.422 5.161 6.698
H -2.170 3.919 7.039
H -3.866 3.580 7.369
H -1.429 2.553 3.194
H -1.191 2.599 4.782
C -8.515 1.535 -1.079
C -7.045 1.903 -1.264
C -6.242 0.851 -2.063
O -5.890 -0.314 -1.310
C -6.913 -1.296 -1.235
N -6.445 2.151 0.056
H -8.663 0.749 -0.335
H -9.084 2.407 -0.734
H -8.958 1.203 -2.024
H -7.017 2.839 -1.835
H -5.291 1.307 -2.359
H -6.756 0.572 -2.991
H -7.502 -1.351 -2.155
H -7.560 -1.099 -0.378
H -6.437 -2.266 -1.071
H -5.488 2.482 -0.079
H -6.322 1.241 0.509

Calculated total energy: -2045.95966 Eh
LUMO energy: -1.3 eV
Structure (SMILES): C#CCc1cc(CC(=O)I)cc2nc([C@@H](C)CCC)cnc12.COC[C@@H](C)N.COC[C@@H](C)N.COC[C@@H](C)N
Multiplicity: 1
Kohn-Sham gap: 7.07 eV

=====

2.
Formula: C30H53BBr21ClIN3O8P3
Source: the Open Molecules 2025 dataset
Level of theory: ωB97M-V/def2-TZVPD

Cartesian coordinates (Å):
C 0.917 -5.271 0.507
B 1.907 -4.144 0.006
O 2.852 -4.543 -0.908
C 1.946 -2.676 0.603
C 0.757 -2.297 1.542
C -0.556 -2.217 0.767
C -1.812 -1.616 1.404
C -3.061 -2.129 0.632
C -3.865 -0.964 0.067
N -4.812 -0.461 1.084
C -5.086 0.963 0.857
C -6.016 -1.253 0.925
C -7.068 -0.867 -0.104
O -6.186 -2.227 1.622
C 1.321 -1.161 2.457
P 0.286 -0.355 3.825
C -0.482 -1.877 4.518
O -1.022 0.483 3.307
C 2.304 -0.220 1.721
C 2.667 1.093 2.389
C 1.826 2.331 2.132
O 0.766 2.471 2.738
N 2.273 3.282 1.248
C 1.382 4.440 1.141
C 3.702 3.615 1.339
N 2.057 -0.174 0.215
C 0.754 0.492 -0.123
C 0.855 1.847 -0.829
O -0.135 2.565 -0.832
Cl 2.352 2.351 -1.607
C 2.343 -1.524 -0.364
C 3.858 -1.739 -0.653
C 4.697 -0.518 -1.058
C 5.636 -0.839 -2.227
I 5.981 0.023 0.625
P 1.393 -1.892 -1.980
P 1.621 -0.348 -3.486
O 0.527 0.611 -3.420
O 3.069 0.299 -3.571
O 1.501 -1.164 -4.884
H 1.312 -6.260 0.290
H -0.050 -5.190 0.019
H 0.763 -5.234 1.580
H 2.485 -5.264 -1.423
H 2.767 -2.756 1.324
H 0.686 -3.159 2.187
H -0.841 -3.249 0.589
H -0.496 -1.846 -0.248
H -1.816 -0.545 1.250
H -1.957 -1.898 2.435
H -2.781 -2.763 -0.210
H -3.680 -2.728 1.284
H -3.212 -0.165 -0.264
H -4.381 -1.312 -0.835
H -4.268 1.560 1.236
H -5.274 1.219 -0.187
H -5.975 1.222 1.413
H -7.412 -1.795 -0.538
H -7.909 -0.433 0.425
H -6.710 -0.222 -0.892
H 1.982 -1.710 3.123
H -1.533 -1.693 4.704
H -0.427 -2.732 3.854
H -0.036 -2.102 5.475
H -0.889 1.060 2.554
H 3.248 -0.755 1.748
H 2.660 0.926 3.457
H 3.705 1.326 2.172
H 0.535 4.190 0.520
H 1.097 4.877 2.090
H 1.926 5.204 0.604
H 4.290 2.830 0.869
H 3.937 4.526 0.813
H 4.048 3.676 2.367
H 2.755 0.522 -0.081
H 0.038 -0.086 -0.691
H 0.267 0.747 0.807
H 3.953 -2.449 -1.457
H 4.354 -2.229 0.172
H 4.174 0.393 -1.316
H 5.129 -1.473 -2.943
H 6.570 -1.261 -1.894
H 5.871 0.100 -2.713
H 2.062 -2.954 -2.617
H 3.512 0.092 -4.409
H 1.657 -2.101 -4.725
C 8.707 -4.116 -1.296
Br 6.787 -4.309 -1.230
Br 9.540 -4.832 0.280
Br 9.433 -4.877 -2.905
H 8.919 -3.057 -1.318
C -4.482 -0.173 6.252
Br -2.672 0.477 6.339
Br -5.484 0.720 4.875
Br -4.530 -2.086 6.037
H -4.953 0.057 7.196
C -7.655 3.743 -0.636
Br -6.186 4.611 0.253
Br -7.146 3.080 -2.370
Br -8.419 2.356 0.457
H -8.421 4.488 -0.790
C -8.941 7.796 -0.124
Br -7.462 8.644 0.765
Br -8.446 7.157 -1.873
Br -9.709 6.392 0.950
H -9.705 8.545 -0.263
C 6.619 -0.615 -6.562
Br 4.691 -0.739 -6.462
Br 7.466 -1.275 -4.964
Br 7.288 -1.471 -8.140
H 6.861 0.435 -6.636
C -0.337 8.086 -0.490
Br 0.944 8.543 0.873
Br 0.288 6.629 -1.582
Br -2.069 7.713 0.258
H -0.443 8.947 -1.134
C -1.550 -4.660 -4.026
Br -0.068 -5.674 -3.314
Br -3.226 -5.509 -3.640
Br -1.531 -2.824 -3.445
H -1.429 -4.655 -5.100

Calculated total energy: -57801.98369 Eh
LUMO energy: -2.4 eV
Multiplicity: 1
Total charge: +1
Kohn-Sham gap: 7.76 eV

=====

3.
Formula: C30H53BF3O8
Source: the Open Molecules 2025 dataset
Level of theory: ωB97M-V/def2-TZVPD

Cartesian coordinates (Å):
C 6.145 2.860 0.546
C 4.730 3.717 0.677
O 3.855 3.235 -0.436
C 2.962 2.181 0.141
C 2.482 1.211 -1.092
O 1.026 1.114 -1.279
C 0.465 -0.112 -0.686
C -0.833 0.181 0.325
C -0.216 0.074 1.847
C -0.389 -1.378 2.569
C 0.979 -2.237 2.813
C 1.296 -3.260 1.528
C 2.290 -1.372 3.280
C 3.513 -1.315 2.185
C 4.564 -2.573 2.262
C 5.596 -2.787 1.170
C 5.573 -1.929 -0.266
C 6.822 -3.904 1.291
C -1.048 1.814 0.030
O -0.547 2.873 0.669
O -2.006 1.736 -1.118
C -2.575 0.378 -1.406
B -4.068 0.300 -2.087
O -4.801 1.570 -2.401
O -4.743 -0.992 -2.466
C -4.291 -1.358 -3.838
C -2.275 -0.521 -0.028
C -2.114 -2.079 -0.606
C -3.044 -3.171 0.206
C -2.499 -4.718 -0.114
F -1.492 -4.933 -1.190
C -3.086 -5.791 0.748
F -2.408 -7.046 1.151
F -4.487 -5.603 1.280
C -3.541 -0.350 1.015
O -3.881 1.045 1.342
C -5.340 1.220 1.543
C -5.580 2.437 2.645
H 6.184 2.102 1.439
H 7.043 3.634 0.535
H 6.171 2.293 -0.499
H 4.219 3.580 1.737
H 4.969 4.854 0.529
H 3.481 1.598 1.040
H 2.063 2.787 0.634
H 3.040 0.188 -0.983
H 2.911 1.708 -2.089
H 0.205 -0.847 -1.561
H 1.267 -0.638 -0.016
H -0.842 0.853 2.501
H 0.870 0.501 1.800
H -0.881 -1.195 3.640
H -1.151 -2.110 2.013
H 0.743 -2.981 3.717
H 0.258 -3.783 1.265
H 2.005 -4.160 1.862
H 1.679 -2.695 0.578
H 2.006 -0.236 3.511
H 2.739 -1.791 4.292
H 4.150 -0.338 2.442
H 3.177 -1.191 1.071
H 4.589 -3.320 3.174
H 4.804 -2.371 -1.031
H 6.654 -1.972 -0.764
H 5.388 -0.801 0.004
H 6.538 -4.948 0.801
H 7.708 -3.483 0.613
H 7.255 -4.010 2.374
H -1.884 -0.056 -2.247
H -5.786 1.359 -2.391
H -5.183 -1.714 -4.514
H -3.771 -0.471 -4.402
H -3.494 -2.237 -3.744
H -0.994 -2.478 -0.505
H -2.356 -2.155 -1.766
H -3.013 -3.067 1.372
H -4.160 -3.115 -0.156
H -4.540 -0.861 0.646
H -3.275 -0.894 2.043
H -5.890 0.264 1.935
H -5.888 1.566 0.541
H -4.538 2.750 3.131
H -6.023 3.417 2.152
H -6.340 2.138 3.507
C -2.819 4.484 -3.320
C -1.801 4.621 -4.464
C -0.609 5.467 -3.986
O -2.389 5.270 -5.454
H -3.201 5.455 -2.979
H -3.678 3.870 -3.618
H -2.355 3.995 -2.454
H -1.402 3.610 -4.634
H -0.909 6.475 -3.670
H 0.149 5.574 -4.773
H -0.123 4.989 -3.128

Calculated total energy: -2100.60121 Eh
LUMO energy: 1.1 eV
Multiplicity: 1
Total charge: -1
Kohn-Sham gap: 2.86 eV

=====

4.
Formula: C30H53Cl6FO7
Source: the Open Molecules 2025 dataset
Level of theory: ωB97M-V/def2-TZVPD

Cartesian coordinates (Å):
F -2.862 0.448 1.373
C -1.833 -0.124 0.711
C -1.858 -0.222 -0.652
C -0.674 -0.677 -1.299
C 0.440 -1.074 -0.540
C 0.413 -0.931 0.821
C -0.740 -0.486 1.462
H -2.661 0.056 -1.319
H -0.638 -0.688 -2.379
H 1.392 -1.432 -0.903
H 1.309 -1.158 1.379
H -0.720 -0.292 2.525
C -3.498 -2.483 -8.068
Cl -4.087 -1.041 -7.133
Cl -4.811 -3.215 -8.976
H -2.792 -2.033 -8.766
H -2.960 -3.182 -7.427
C 2.480 -1.120 9.856
Cl 1.971 -1.638 8.220
Cl 3.963 -2.005 10.242
H 2.745 -0.068 9.750
H 1.728 -1.233 10.637
C 6.631 -3.276 4.145
Cl 6.772 -4.971 4.550
Cl 8.189 -2.382 4.254
H 6.173 -3.218 3.158
H 5.882 -2.801 4.779
C 2.138 3.826 -6.887
C 2.491 2.796 -7.966
O 1.776 1.810 -8.143
C 3.678 3.097 -8.869
H 3.014 3.983 -6.259
H 1.370 3.396 -6.245
H 1.716 4.727 -7.333
H 4.613 2.784 -8.405
H 3.707 4.135 -9.202
H 3.567 2.456 -9.744
C 5.235 -6.646 -1.118
C 4.879 -7.388 -2.415
O 3.826 -7.271 -3.000
C 5.984 -8.146 -3.095
H 4.299 -6.366 -0.635
H 5.811 -5.745 -1.330
H 5.821 -7.258 -0.431
H 5.514 -9.014 -3.558
H 6.671 -8.496 -2.325
H 6.493 -7.587 -3.880
C -9.502 1.859 2.639
C -9.844 3.326 2.778
O -9.419 4.086 3.656
C -10.802 3.879 1.719
H -9.438 1.466 1.624
H -10.188 1.203 3.176
H -8.575 1.737 3.199
H -10.589 3.442 0.744
H -10.643 4.952 1.616
H -11.859 3.711 1.927
C -7.020 4.583 -3.719
C -6.137 5.340 -4.681
O -6.580 5.850 -5.714
C -4.695 5.397 -4.293
H -6.863 5.059 -2.751
H -6.833 3.512 -3.655
H -8.035 4.780 -4.064
H -4.391 6.328 -3.815
H -4.023 5.357 -5.150
H -4.533 4.602 -3.565
C 5.753 3.582 4.040
C 5.014 3.217 5.246
O 5.370 2.408 6.086
C 3.659 3.852 5.396
H 6.222 2.755 3.507
H 6.490 4.335 4.317
H 5.020 4.104 3.425
H 3.607 4.728 4.751
H 3.344 4.009 6.428
H 2.974 3.121 4.966
C 6.991 0.654 -3.268
C 7.488 0.147 -1.935
O 6.698 -0.090 -0.992
C 9.000 0.187 -1.737
H 7.344 1.663 -3.482
H 5.902 0.686 -3.228
H 7.372 0.031 -4.077
H 9.283 0.062 -0.692
H 9.364 1.174 -2.024
H 9.462 -0.543 -2.402
C -5.696 -3.469 6.168
C -7.049 -3.328 6.749
O -7.335 -2.376 7.463
C -8.020 -4.532 6.501
H -5.691 -3.478 5.078
H -5.205 -4.333 6.616
H -5.114 -2.597 6.465
H -8.843 -4.374 7.199
H -7.569 -5.501 6.717
H -8.417 -4.409 5.493

Calculated total energy: -4562.48074 Eh
LUMO energy: 0.1 eV
Structure (SMILES): Fc1ccccc1.CC(C)=O.CC(C)=O.CC(C)=O.CC(C)=O.CC(C)=O.CC(C)=O.CC(C)=O.ClCCl.ClCCl.ClCCl
Energy above the lowest of the compared OMol25 structures with the same formula, charge and spin: 66.8 kcal/mol
Multiplicity: 1
Kohn-Sham gap: 9.56 eV

=====

5.
Formula: C30H53ClN6PS3Tm
Source: the Open Molecules 2025 dataset
Level of theory: ωB97M-V/def2-TZVPD

Cartesian coordinates (Å):
Tm 1.291 0.089 0.878
N 1.836 -0.286 4.652
C 2.061 -1.388 3.907
N 2.167 -1.361 2.587
C 2.478 -2.652 2.036
C 2.496 -3.684 2.930
S 2.221 -3.021 4.527
C 2.529 -2.826 0.616
C 2.837 -3.973 0.001
S 3.079 -3.734 -1.689
C 2.535 -2.104 -1.521
N 2.320 -1.743 -0.298
N 2.452 -1.254 -2.625
H 1.863 0.574 4.155
H 1.428 -0.241 5.591
H 2.689 -4.755 2.870
H 3.006 -4.947 0.489
H 2.815 -1.674 -3.481
H 2.759 -0.271 -2.450
C -1.853 -3.387 -3.977
C -1.587 -4.154 -2.676
C -0.907 -3.271 -1.686
C -1.504 -1.807 -1.853
C -1.000 -1.200 -3.163
C -0.851 -2.250 -4.259
P -1.211 -0.733 -0.380
C -2.088 -1.462 1.082
C -0.979 -1.880 2.092
C -1.610 -2.406 3.294
C -2.335 -3.805 3.113
C -2.632 -3.980 1.613
C -3.085 -2.647 0.921
C -2.136 0.874 -0.611
C -1.400 1.942 -1.515
C -2.131 3.318 -1.494
C -3.598 3.094 -1.045
C -4.279 1.876 -1.677
C -3.581 0.627 -1.117
H -2.801 -2.904 -3.823
H -2.003 -4.085 -4.821
H -0.938 -5.120 -2.937
H -2.457 -4.643 -2.288
H 0.155 -3.175 -1.929
H -0.874 -3.661 -0.708
H -2.575 -1.883 -1.955
H -0.094 -0.601 -2.999
H -1.648 -0.355 -3.475
H 0.213 -2.568 -4.244
H -1.039 -1.847 -5.285
H -2.566 -0.528 1.540
H -0.477 -0.892 2.370
H -0.241 -2.578 1.678
H -2.302 -1.632 3.734
H -0.988 -2.526 4.164
H -3.259 -3.722 3.728
H -1.749 -4.596 3.429
H -3.461 -4.623 1.630
H -1.845 -4.434 1.035
H -3.972 -2.312 1.507
H -3.314 -2.836 -0.161
H -2.181 1.288 0.344
H -1.402 1.669 -2.636
H -0.352 2.154 -1.222
H -2.072 3.737 -2.536
H -1.717 4.010 -0.809
H -4.172 4.037 -1.304
H -3.524 3.163 0.018
H -4.201 1.994 -2.779
H -5.334 1.859 -1.460
H -3.556 -0.164 -1.862
H -4.183 0.254 -0.259
Cl 1.335 2.441 2.351
C -0.339 1.765 1.650
H -0.715 2.448 0.944
H -1.016 1.684 2.477
C 0.714 5.283 -0.504
C 2.156 4.986 -0.307
N 2.504 3.574 -0.418
C 3.613 2.860 -0.128
S 3.477 1.145 -0.372
N 4.782 3.310 0.282
C 5.165 4.694 0.687
C 4.753 5.189 2.137
H 0.387 6.248 -0.161
H 0.143 4.522 0.060
H 0.443 5.437 -1.577
H 2.551 5.340 0.635
H 2.736 5.511 -1.130
H 1.803 3.041 -0.877
H 5.413 2.604 0.480
H 4.672 5.462 0.054
H 6.226 4.699 0.650
H 4.590 4.292 2.801
H 3.792 5.672 2.261
H 5.647 5.819 2.483

Calculated total energy: -4584.34101 Eh
LUMO energy: -4.9 eV
Energy above the lowest of the compared OMol25 structures with the same formula, charge and spin: 36.2 kcal/mol
Multiplicity: 3
Total charge: +2
<S²>: 2.00
Kohn-Sham gap: 8.48 eV

=====

- Number 5 is which compound?
  C30H53ClN6PS3Tm

=====

- Among the records above, which one has the highest calculated total energy?
  C30H52IN5O4